[1]
89
Properties=species:S:1:pos:R:3:mulliken_charge:R:1 method="wB97M-V/def2-TZVPD" max_force_ev_per_a=4.54 total_energy_ev=-61412.75477 orbital_gap_ev=7.9 lumo_energy_ev=2.517 charge=-1 e_homo_ev=-5.35
C -4.21 -0.30 4.98 0.295
C -3.72 0.02 3.95 -0.992
C -3.21 0.68 2.66 -0.434
C -2.27 -0.39 1.94 0.031
C -1.20 0.33 1.01 -0.867
C 0.01 -0.69 0.67 1.448
C 0.87 -0.67 2.00 -0.304
C 1.32 -2.10 2.48 -0.892
C 2.85 -2.12 2.88 -0.599
C 3.15 -1.39 4.25 -0.652
C 3.43 0.13 3.99 -0.102
O 4.62 0.60 4.67 -0.486
C 4.86 1.92 4.14 -0.666
O -0.74 -1.89 0.47 -0.488
Al -1.18 -1.91 -1.35 -0.708
C -0.36 -3.50 -2.37 -0.759
C -1.38 -4.40 -3.14 0.203
C -2.22 -3.64 -4.24 -1.145
F -2.20 -5.17 -2.26 -0.375
C -3.15 -1.48 -1.65 -0.744
C -4.07 -2.70 -1.27 0.209
C -5.57 -2.29 -0.99 -1.304
Cl -3.49 -3.57 0.23 -0.186
O 0.07 -0.58 -1.74 -0.552
C 0.90 -0.37 -0.60 0.897
C 1.92 -1.61 -0.75 0.451
C 2.71 -1.59 -2.11 -0.769
N 4.16 -1.27 -1.91 -0.840
O 1.82 0.71 -0.60 -0.403
C 1.25 2.01 -0.54 -0.387
C 0.56 2.49 -1.90 1.236
C -1.00 2.51 -1.78 -0.831
C 1.19 3.80 -2.48 -1.551
C 0.66 5.16 -1.89 0.680
C 0.53 5.20 -0.33 -1.232
C -0.68 5.67 -2.59 -1.373
H -4.47 -0.76 5.94 0.446
H -2.66 1.64 2.87 0.316
H -4.05 0.94 1.98 0.309
H -1.75 -1.06 2.66 0.246
H -2.95 -0.99 1.29 -0.280
H -0.79 1.21 1.58 0.597
H -1.75 0.65 0.10 -0.263
H 1.73 0.03 1.86 -0.349
H 0.26 -0.22 2.84 0.548
H 1.15 -2.91 1.75 0.276
H 0.76 -2.38 3.41 0.548
H 3.13 -3.21 2.96 0.364
H 3.48 -1.65 2.08 0.136
H 2.23 -1.52 4.89 0.311
H 4.03 -1.84 4.76 0.315
H 2.54 0.72 4.35 0.220
H 3.57 0.37 2.90 0.212
H 5.58 2.48 4.78 0.260
H 5.25 1.82 3.09 0.265
H 3.90 2.48 4.07 0.279
H 0.36 -3.12 -3.15 0.209
H 0.17 -4.12 -1.60 0.327
H -0.78 -5.16 -3.71 0.405
H -3.31 -3.89 -4.19 0.329
H -1.88 -3.99 -5.24 0.378
H -2.04 -2.54 -4.23 0.131
H -3.46 -0.61 -0.99 0.479
H -3.36 -1.20 -2.72 0.609
H -4.09 -3.36 -2.17 0.103
H -5.91 -1.43 -1.61 0.291
H -5.65 -2.09 0.10 0.331
H -6.19 -3.19 -1.23 0.372
H 1.45 -2.59 -0.54 0.150
H 2.68 -1.44 0.06 -0.663
H 2.27 -0.92 -2.89 0.334
H 2.70 -2.63 -2.55 0.159
H 4.18 -0.28 -1.64 0.386
H 4.48 -1.78 -1.08 0.294
H 2.11 2.72 -0.41 0.378
H 0.60 2.20 0.35 0.006
H 0.79 1.68 -2.65 0.122
H -1.42 1.48 -1.86 -0.149
H -1.49 3.09 -2.61 0.406
H -1.37 2.94 -0.81 0.074
H 0.93 3.82 -3.58 0.428
H 2.32 3.76 -2.46 0.341
H 1.42 5.94 -2.15 0.396
H -0.19 4.46 0.10 0.132
H 1.54 4.92 0.08 0.261
H 0.36 6.24 0.04 0.446
H -0.71 6.79 -2.63 0.359
H -1.52 5.38 -1.90 0.290
H -0.85 5.20 -3.58 0.327

***

[2]
78
Properties=species:S:1:pos:R:3:mulliken_charge:R:1 method="wB97M-V/def2-TZVPD" max_force_ev_per_a=0.32 e_above_lowest_kj_mol=28.29 total_energy_ev=-171933.82828 orbital_gap_ev=7.6 lumo_energy_ev=-2.852 charge=+1 e_homo_ev=-10.41
Zn 0.98 -0.03 -0.48 -0.148
C 3.76 -1.39 -3.53 -1.696
C 2.56 -0.96 -2.75 0.754
N 2.53 -0.90 -1.48 1.403
N 3.63 -1.17 -0.72 -1.090
C 3.51 -0.53 0.44 0.475
O 2.54 0.26 0.74 -0.858
C 4.57 -0.75 1.45 0.568
C 5.59 -1.67 1.23 -0.245
C 6.55 -1.88 2.20 -0.701
C 6.50 -1.18 3.40 -0.371
C 5.48 -0.26 3.62 -0.799
C 4.52 -0.05 2.65 -0.176
C 1.31 -0.49 -3.40 0.442
C 1.01 -0.77 -4.73 -0.892
C -0.17 -0.29 -5.27 -0.488
C -1.02 0.45 -4.48 -1.006
C -0.66 0.68 -3.16 -0.007
N 0.48 0.23 -2.63 0.257
H 3.85 -2.48 -3.51 0.298
H 4.65 -0.99 -3.04 0.404
H 3.73 -1.05 -4.56 0.492
H 5.62 -2.21 0.29 0.478
H 7.35 -2.60 2.02 0.394
H 7.26 -1.35 4.16 0.396
H 5.45 0.29 4.55 0.403
H 3.72 0.67 2.81 0.478
H 1.69 -1.37 -5.32 0.385
H -0.42 -0.50 -6.30 0.436
H -1.95 0.85 -4.86 0.475
H -1.31 1.25 -2.51 0.420
C 0.74 -0.98 2.95 -0.987
O 0.12 -0.32 1.84 0.731
C -1.03 0.35 2.05 -0.608
C -1.87 0.17 3.13 -0.345
C -3.05 0.91 3.19 -0.800
Br -4.22 0.64 4.65 -0.184
C -3.38 1.82 2.22 -0.766
C -2.52 2.01 1.13 1.163
C -1.35 1.27 1.04 1.116
O -0.49 1.38 -0.01 -0.848
C -2.80 2.99 0.08 -0.190
N -1.97 3.18 -0.93 -0.177
C -2.53 4.18 -1.71 0.273
C -2.08 4.76 -2.89 -0.851
C -2.86 5.75 -3.45 -0.620
C -4.07 6.15 -2.86 -0.441
C -4.53 5.58 -1.69 -1.062
C -3.73 4.59 -1.13 0.574
N -3.87 3.81 0.01 -0.072
H 0.13 -1.83 3.27 0.332
H 0.87 -0.28 3.77 0.433
H 1.70 -1.32 2.60 0.030
H -1.63 -0.54 3.90 0.580
H -4.30 2.39 2.31 0.535
H -0.86 2.16 -0.60 0.545
H -1.14 4.46 -3.34 0.486
H -2.54 6.23 -4.37 0.406
H -4.65 6.93 -3.33 0.402
H -5.46 5.90 -1.23 0.408
H -4.62 3.88 0.69 0.218
C -2.81 -1.54 -0.30 -1.452
C -1.44 -2.08 -0.01 0.570
O -0.46 -1.69 -0.65 -0.397
C -1.26 -3.12 1.02 0.902
C -0.05 -3.82 1.08 -0.274
C 0.16 -4.77 2.06 -0.681
C -0.83 -5.02 3.00 -0.416
C -2.04 -4.33 2.96 -0.882
C -2.26 -3.39 1.96 -0.380
H -2.76 -0.85 -1.14 0.222
H -3.19 -1.01 0.58 0.256
H -3.50 -2.35 -0.52 0.553
H 0.71 -3.60 0.34 0.512
H 1.09 -5.31 2.09 0.428
H -0.66 -5.75 3.78 0.427
H -2.80 -4.53 3.69 0.431
H -3.20 -2.86 1.93 0.420

***

[3]
94
Properties=species:S:1:pos:R:3:mulliken_charge:R:1 method="wB97M-V/def2-TZVPD" max_force_ev_per_a=1.31 total_energy_ev=-176601.30662 orbital_gap_ev=6.7 lumo_energy_ev=-3.784 charge=+1 e_homo_ev=-10.47
C 3.21 0.86 0.66 -0.922
C 2.96 -0.25 1.71 -0.301
B 1.43 -0.62 1.81 0.030
O 0.65 -0.83 0.76 -0.007
N 0.84 -0.75 3.22 0.033
C 0.21 -1.79 3.66 0.026
N -0.04 -2.89 2.85 -0.228
C -1.52 -3.15 3.05 0.688
C -2.09 -4.08 1.98 -1.389
O -2.92 -3.46 1.03 -0.452
C -4.04 -2.82 1.54 0.402
C -4.75 -3.39 2.60 -0.285
C -5.90 -2.82 3.12 0.518
C -6.64 -3.44 4.28 -1.596
C -6.35 -1.64 2.53 -1.010
C -5.64 -1.06 1.48 -0.586
C -4.47 -1.62 0.96 0.299
C -3.78 -0.91 -0.20 1.035
C -2.26 -1.09 -0.23 -0.607
C -4.08 0.60 -0.23 -1.612
C -1.69 -3.75 4.45 -0.912
C -0.68 -3.09 5.42 -0.972
N -0.24 -1.76 4.98 0.428
N -1.33 -0.81 5.11 -0.623
C -1.23 -0.02 6.06 0.600
S -1.14 0.91 7.27 -0.309
H 2.43 0.91 -0.10 0.232
H 4.18 0.70 0.21 0.162
H 3.25 1.81 1.19 0.327
H 3.32 0.10 2.67 0.239
H 3.49 -1.18 1.48 0.254
H 1.18 -1.04 -0.02 0.170
H 0.96 0.02 3.87 0.312
H 0.50 -3.70 3.17 0.365
H -1.99 -2.17 3.06 0.473
H -1.24 -4.48 1.41 0.476
H -2.56 -4.95 2.42 0.365
H -4.42 -4.32 3.06 0.327
H -6.35 -4.49 4.35 0.368
H -6.43 -2.93 5.22 0.284
H -7.71 -3.37 4.09 0.464
H -7.26 -1.17 2.89 0.407
H -6.05 -0.15 1.08 0.275
H -4.20 -1.30 -1.14 0.334
H -2.01 -2.08 -0.59 0.419
H -1.88 -1.00 0.79 -0.118
H -1.78 -0.36 -0.88 0.030
H -3.95 0.97 0.79 0.453
H -3.34 1.13 -0.83 0.206
H -5.09 0.83 -0.54 0.367
H -1.56 -4.83 4.45 0.456
H -2.71 -3.52 4.75 0.384
H 0.21 -3.72 5.42 0.368
H -1.12 -3.07 6.40 0.389
Cl 6.30 0.56 1.55 -0.108
C 7.31 0.66 3.01 -0.541
C 6.48 0.83 4.26 -0.455
Cl 5.67 2.41 4.32 -0.185
H 8.01 1.48 2.88 0.332
H 7.88 -0.26 3.07 0.309
H 7.12 0.76 5.14 0.369
H 5.72 0.06 4.33 0.272
Cl 0.13 -0.17 -2.32 -0.106
C 0.16 0.61 -3.93 -0.600
C 0.01 2.11 -3.81 -0.480
Cl -1.62 2.55 -3.24 -0.165
H -0.64 0.18 -4.52 0.333
H 1.11 0.35 -4.38 0.354
H 0.14 2.58 -4.78 0.263
H 0.74 2.53 -3.12 0.401
Cl 2.00 1.84 -6.28 -0.138
C 2.73 2.87 -7.55 -0.553
C 3.05 4.24 -7.03 -0.449
Cl 1.57 5.17 -6.67 -0.168
H 2.04 2.90 -8.39 0.335
H 3.65 2.37 -7.87 0.326
H 3.60 4.80 -7.78 0.331
H 3.64 4.20 -6.12 0.293
Cl -3.73 4.79 -7.60 -0.175
C -4.77 3.38 -7.26 -0.437
C -4.31 2.62 -6.05 -0.459
Cl -2.75 1.80 -6.32 -0.163
H -4.78 2.75 -8.15 0.321
H -5.78 3.76 -7.09 0.302
H -5.04 1.85 -5.80 0.325
H -4.19 3.28 -5.19 0.284
Cl 5.98 1.69 -2.52 -0.186
C 7.09 2.72 -1.58 -0.142
C 8.46 2.80 -2.21 -0.472
Cl 9.33 1.24 -2.11 -0.183
H 7.14 2.33 -0.57 0.036
H 6.65 3.72 -1.55 0.314
H 9.06 3.53 -1.68 0.313
H 8.41 3.08 -3.26 0.319

***

[4]
19
Properties=species:S:1:pos:R:3:mulliken_charge:R:1 method="wB97M-V/def2-TZVPD" max_force_ev_per_a=6.08 e_above_lowest_kj_mol=520.07 total_energy_ev=-9828.51610 orbital_gap_ev=7.9 lumo_energy_ev=0.960 charge=0 e_homo_ev=-6.95
C 1.72 0.05 -0.09 0.447
C 1.08 1.16 0.75 -0.554
C -0.37 -0.82 -0.28 -0.257
C -0.42 -1.94 0.67 -1.175
C -1.54 1.22 -1.01 -1.004
N 2.71 -0.30 -0.70 -0.660
N -0.32 0.99 1.15 -0.464
N -1.08 0.38 0.11 0.013
H 1.60 1.17 1.67 0.456
H 1.32 2.10 0.14 0.258
H -0.43 -0.98 -1.42 0.384
H 0.19 -1.72 1.63 0.256
H 0.16 -2.86 0.27 0.306
H -1.47 -2.26 0.88 0.304
H -1.79 2.18 -0.73 0.383
H -0.93 1.30 -1.94 0.331
H -2.49 0.82 -1.37 0.365
H 2.64 -0.84 -1.53 0.283
H -0.58 0.36 1.80 0.327